Formula: C25H60BO17
Source: the OMol25 dataset
Level of theory: ωB97M-V/def2-TZVPD

```
103
Properties=species:S:1:pos:R:3
O 1.73310 -3.22423 -6.20851
O -0.51858 -0.52976 -2.53150
O -0.73518 8.05686 -6.29473
O -6.53097 -4.26926 3.40307
O 0.35764 1.81662 1.42451
O -0.38703 0.08435 -0.26121
O 5.86248 1.17434 -4.42158
O -1.03271 2.36651 -2.86126
O -0.62813 -3.93224 8.32985
O 0.66113 1.54698 3.59027
O -1.91240 1.15242 1.25987
O -0.90714 2.32096 -0.57557
O 6.12919 1.85190 1.52081
O 2.68728 -3.45641 1.05862
O -2.35873 0.77167 3.51032
O -0.77052 1.44291 -7.16062
O -3.55117 2.01250 7.76600
C 0.80737 6.37107 -6.58028
C 1.21231 -5.14054 -4.89257
C 2.76904 -2.36561 1.95700
C 4.90606 3.87066 1.90681
C -0.05965 1.55890 2.64505
C -2.44495 -5.40374 8.52511
C -0.88828 1.76796 -1.78049
C 5.10682 0.97332 -3.25270
C -1.64399 1.20559 2.58788
C -7.44478 -3.27053 5.42155
C 4.57148 -0.49614 -3.17978
C -1.68857 -4.54909 7.62347
C -2.54262 -3.46898 6.98987
C -6.75940 -3.02948 4.01723
C 5.52968 2.26645 3.84226
C -0.57273 0.29004 -1.57897
C -7.68399 -2.21923 3.15674
C -1.91339 0.51699 -7.44126
C 3.95912 2.12147 -3.08655
C 5.94913 2.87099 2.50902
C -0.68131 6.64959 -6.39014
C 1.45357 -4.60491 -6.29817
C -3.81704 3.35622 7.76527
C -1.50723 6.22968 -7.59166
C 2.56118 -5.31244 -7.01814
B -0.67924 1.32224 0.49573
H 5.34498 -1.23543 -3.38774
H -0.99895 6.18974 -5.45432
H -3.27437 -3.91811 6.31836
H -2.92702 3.79320 7.31250
H -2.84054 -6.10032 7.78594
H 0.53260 -4.73906 -6.86555
H -7.73052 -2.44613 6.07487
H -8.63237 -2.75024 3.23861
H 2.05604 -4.92163 -4.23813
H 2.41313 -6.38884 -6.93122
H 2.74072 -1.45307 1.36155
H 0.26629 -4.80860 -4.46481
H 4.08002 -0.69482 -2.22737
H -2.25484 0.23443 -6.44543
H -0.04268 8.45229 -6.82923
H -3.13081 -2.88214 7.69538
H -5.84669 -2.45489 4.17500
H 1.18958 -2.93032 -5.47380
H -7.84346 -1.19488 3.49346
H -3.50969 1.79889 6.83098
H -6.15458 -4.92562 3.99394
H -0.82229 -2.99716 8.23225
H 3.20692 -3.25187 0.27776
H 3.65991 -2.42364 2.58238
H 1.12417 -6.22512 -4.95597
H -3.12140 -4.73605 9.05869
H 3.88184 3.50391 1.97440
H -1.72652 -0.36666 -8.05146
H -6.75104 -3.83525 6.04439
H 6.43333 1.04517 1.94305
H 1.24803 6.85606 -7.45131
H 5.26330 3.11609 4.47095
H 4.40623 2.82479 -2.38404
H -7.26224 -2.11828 2.15673
H -3.90198 3.71048 8.79259
H 3.87767 -0.67474 -4.00126
H -1.84918 -5.91691 9.27997
H 1.04840 5.31983 -6.73809
H 5.91327 1.04083 -2.52250
H 5.07007 4.32644 0.93035
H -1.24232 -5.12095 6.80988
H 3.02841 1.72233 -2.68335
H -0.84942 1.76883 -6.26110
H 3.84262 2.45926 -4.11632
H -2.56760 6.31623 -7.35454
H -1.44147 5.16340 -7.80806
H 1.25942 6.80577 -5.68878
H 6.92580 3.31095 2.71068
H 2.53234 -5.10324 -8.08748
H 4.83418 4.80672 2.46064
H -1.96278 -2.66688 6.53322
H -2.79579 1.01281 -7.84577
H 4.59308 1.71210 3.78249
H -8.28664 -3.96281 5.41110
H -4.77002 3.51997 7.26214
H -1.23782 6.79721 -8.48240
H 3.56021 -5.03393 -6.68278
H 1.96055 -2.18193 2.66460
H 6.51877 0.47810 -4.34329
H 6.36638 1.67667 4.21668
```

Relative energy (zero: lowest compared OMol25 entry of this formula, charge and spin) (kJ/mol): 341.6
HOMO (eV): -7.557
Spin multiplicity: 1
Net charge: -1

Results of the Mulliken charge analysis, in e, for atoms 1 through 8: -0.523, -0.682, -0.552, -0.556, -0.444, -0.446, -0.583, -0.703


Formula: C25H60F2N11O9S
Source: the OMol25 dataset
Level of theory: ωB97M-V/def2-TZVPD

```
108
Properties=species:S:1:pos:R:3
S -2.13607 -2.61626 -0.17568
F 0.42347 -3.07597 -0.31826
F -2.10273 -4.02893 -0.85570
O -2.41584 -2.81569 1.18274
O 5.71903 -3.37261 1.84034
O 0.99071 6.77779 -5.47159
O 2.62005 3.61841 -3.07444
O -9.23324 2.96125 -4.01216
O -3.03395 -1.83342 -0.91270
O 6.20759 -4.17875 7.45178
O -3.53890 5.04608 -2.06409
O 1.42195 -4.93292 3.65656
N -0.03788 8.76548 -5.40367
N 0.46983 3.81683 -2.48174
N 4.83570 -2.46074 3.69443
N -9.54306 1.05495 -2.87457
N -5.03278 3.37343 -2.01598
N -1.00032 0.20424 -0.40497
N 3.55707 -2.06717 0.36738
N 1.23179 -0.57229 -0.54644
N -0.50469 -2.09426 -0.33150
N -0.01280 -6.64988 3.75983
N 6.49287 -6.38592 7.69808
C 4.13069 -1.83050 -0.96488
C -1.30119 -7.31326 3.67624
C 8.14156 -4.86167 8.68653
C -10.55325 1.28906 -5.10037
C -9.72702 1.84472 -3.96784
C 1.00423 7.95020 -5.11183
C -0.95926 4.02769 -2.67631
C 1.84345 -0.98069 -1.85875
C 1.46150 3.81720 -3.41828
C -5.78893 5.61648 -2.65243
C -6.33990 2.75711 -2.15557
C 6.24967 -4.44313 3.91690
C -0.86368 -4.42390 3.16836
C -0.07112 -0.84416 -0.43818
C 3.36861 -0.75127 -1.77904
C 6.87723 -5.09970 7.90009
C 0.27557 -5.34000 3.54523
C -4.69450 4.67307 -2.22365
C -10.04553 -0.28620 -2.64004
C 7.14833 -7.60103 8.14619
C 1.07055 4.06490 -4.84759
C -0.20402 10.16754 -5.06720
C 5.58856 -3.39303 3.06197
C 4.57551 -2.33657 5.11904
C 2.15934 8.53560 -4.34043
H -6.62593 2.32261 -1.19396
H -6.21425 5.29585 -3.60428
H 1.96024 4.03586 -5.47027
H 6.93610 -3.97805 4.62516
H -9.19931 -0.95638 -2.47694
H -1.48979 3.13971 -2.32177
H -4.25716 2.79660 -1.73173
H 3.54947 0.23928 -1.31725
H -1.10754 10.28041 -4.46589
H -6.27120 1.95977 -2.89781
H 4.92897 -1.35949 5.45260
H 3.92748 -1.40277 1.03749
H -1.61143 -4.40329 3.96215
H -5.36943 6.61114 -2.77812
H -1.31667 -4.75393 2.23474
H 3.80968 -0.71532 -2.79062
H 8.99380 -5.31588 8.17935
H 3.81085 -2.99230 0.70157
H 5.49679 -5.02229 4.45250
H -7.09603 3.47034 -2.46729
H 0.38091 3.28811 -5.18864
H 7.39934 -8.20774 7.27461
H -0.47940 -3.41664 3.03044
H 3.49809 -2.39974 5.28210
H -1.21377 4.20451 -3.71537
H -0.32197 10.73881 -5.98925
H 5.07274 -3.11303 5.69200
H 8.31492 -3.79154 8.76282
H 6.45682 -8.16177 8.77716
H 6.81467 -5.11603 3.27635
H 1.60252 -2.01619 -2.14011
H 2.61321 9.35331 -4.90147
H 5.64037 -6.47025 7.16607
H -1.04777 0.50453 0.57886
H -10.66534 -0.27840 -1.74188
H -11.56547 1.06970 -4.75825
H -2.09403 -6.62409 3.40414
H 0.79443 -7.20155 4.00698
H 4.13679 -2.77262 -1.53674
H -8.98345 1.48834 -2.15699
H 1.40402 0.40977 -0.34664
H -0.77264 8.30706 -5.92061
H -1.53060 -7.76076 4.64451
H 4.42062 -1.78777 3.07233
H 8.05247 -7.38920 8.70693
H -10.08912 0.38658 -5.50054
H -0.54484 0.98922 -0.87601
H 0.60884 5.05648 -4.94848
H -1.24137 -8.10605 2.92860
H 8.04357 -5.26974 9.69321
H 0.80645 3.64553 -1.54711
H 0.64505 10.55361 -4.51330
H -6.56863 5.66250 -1.89134
H 1.45384 -0.28204 -2.62612
H -1.26447 4.88270 -2.08121
H 1.82171 8.89142 -3.36614
H 5.15577 -1.43533 -0.81023
H -10.63293 -0.64937 -3.47660
H -10.60960 2.02964 -5.89356
H 2.90946 7.76409 -4.18588
```

HOMO (eV): -10.793
Spin multiplicity: 1
Net charge: +1

Results of the Mulliken charge analysis, in e, for atoms 1 through 8: 1.071, -0.160, -0.197, -0.462, -0.683, -0.721, -0.689, -0.622


Formula: C25H61ClN3O6
Source: the OMol25 dataset
Level of theory: ωB97M-V/def2-TZVPD

```
96
Properties=species:S:1:pos:R:3
Cl 16.59425 1.13382 13.11757
O 16.60639 10.07750 12.65285
O 15.97729 7.88962 12.53425
O 25.84833 2.73036 14.02263
O 17.96977 8.46532 13.20632
O 22.99712 6.95819 21.53781
O 13.98400 -1.49423 4.68592
N 20.13018 6.53916 20.66679
N 13.79603 -4.04275 6.58844
N 24.60797 2.23208 11.28938
C 21.05145 4.31392 19.67016
C 22.00564 6.94042 22.48236
C 26.05872 2.43495 10.68628
C 23.41144 2.25995 8.89359
C 14.77950 -1.75619 5.78598
C 17.81528 6.20992 19.25208
C 26.68632 1.12246 10.20483
C 13.42871 -4.66347 7.98077
C 23.58932 1.54619 10.27437
C 16.87503 8.85769 12.78528
C 20.97511 5.80056 19.51950
C 25.75095 1.41530 13.55164
C 20.70478 6.27886 22.13487
C 14.72890 -0.83379 3.62625
C 20.20220 8.04619 20.24483
C 24.65261 1.28226 12.47756
C 18.57580 6.19112 20.60912
C 14.91138 -4.79142 5.83704
C 13.07684 -6.16697 7.96743
C 16.21879 -4.81615 6.64500
C 14.15086 -2.57841 6.84823
C 24.04394 7.83955 21.78457
C 12.52891 -4.00698 5.74877
C 24.08676 3.62066 11.72244
C 26.95275 2.96319 14.88492
H 23.65476 8.82816 21.54108
H 14.33176 -4.57410 8.58461
H 23.86086 4.23147 10.84838
H 15.12045 -0.83531 6.25909
H 16.82877 5.75583 19.34533
H 14.11219 -0.46596 2.80621
H 24.92527 4.11408 12.21390
H 11.80933 -3.43353 6.33312
H 12.66656 -3.39845 4.85499
H 24.87934 0.30097 12.06073
H 21.27170 8.25064 20.19528
H 21.47927 3.91005 18.75257
H 26.83144 2.48052 15.85467
H 14.80381 -2.55056 7.72058
H 25.89674 2.98274 9.75795
H 15.12351 0.09820 4.03095
H 14.47928 -5.78335 5.70490
H 12.68666 -6.57295 8.90072
H 21.93907 6.29749 19.41014
H 15.45903 -1.50851 3.17931
H 21.71837 3.94955 20.45154
H 20.58563 5.21421 22.33591
H 27.15048 3.99734 15.16693
H 20.07592 3.82958 19.62708
H 26.82524 0.29029 10.89496
H 27.71655 1.42581 10.01861
H 23.18897 3.44296 12.31447
H 12.68078 -4.01907 8.44277
H 26.61483 3.12161 11.32451
H 21.67431 7.94874 22.73055
H 23.61155 1.16956 12.78025
H 24.46872 7.83468 22.78838
H 26.70213 1.16545 13.08163
H 22.62935 1.53905 10.79061
H 16.58950 -3.79717 6.75618
H 24.82017 7.57589 21.06620
H 18.46534 5.18285 21.00821
H 25.57381 0.69338 14.34885
H 22.61981 1.79338 8.30729
H 13.96193 -6.72356 7.65932
H 19.76965 8.21645 19.25892
H 17.65673 7.23526 18.91795
H 15.10455 -4.35025 4.85921
H 27.90030 2.69253 14.41909
H 12.10842 -5.00560 5.63020
H 18.36182 5.71682 18.44819
H 23.16335 3.32119 8.91175
H 26.30125 0.73884 9.26003
H 15.64101 -2.29403 5.39021
H 16.44347 7.06459 12.68786
H 16.02327 -5.43100 7.52353
H 24.35177 2.26893 8.34241
H 17.06967 -5.30899 6.17465
H 19.99217 6.64918 22.87186
H 12.26400 -6.36039 7.26745
H 22.39323 6.55376 23.42490
H 20.43391 6.01261 18.59742
H 18.08345 6.84896 21.32532
H 23.95046 0.53630 10.07992
H 13.18936 -2.13049 7.09918
H 19.58613 8.56396 20.98000
```

Relative energy (zero: lowest compared OMol25 entry of this formula, charge and spin) (kJ/mol): 540.5
HOMO (eV): -5.608
Spin multiplicity: 1
Net charge: +1

Results of the Mulliken charge analysis, in e, for atoms 1 through 8: -1.000, -0.743, -0.473, -0.289, -0.770, -0.277, -0.341, 0.112


Formula: C25H62N4O3P
Source: the OMol25 dataset
Level of theory: ωB97M-V/def2-TZVPD

```
95
Properties=species:S:1:pos:R:3
P -0.95064 1.43267 -2.62593
O 0.89691 2.84489 -0.59760
O 2.11917 0.54420 -2.89409
O -3.65333 0.16911 0.08542
N -3.14815 -0.71802 -5.92890
N -0.22119 2.38974 5.07878
N 4.74790 -2.56209 2.49716
N 0.31962 0.71419 -1.39296
C 2.40128 -3.31058 1.78501
C 2.06329 3.53192 5.27372
C -5.60934 -0.04308 -5.68542
C -3.34234 0.68347 -8.06074
C -0.72231 2.22804 6.42860
C -2.58198 0.31043 -6.77859
C -2.29821 0.23726 -1.96617
C 1.41722 1.00542 0.79990
C -0.55977 3.42200 2.85278
C 5.26608 -4.82703 3.35501
C 1.64701 -1.38155 -1.58042
C 3.87320 -3.04822 1.44142
C -2.30493 -0.00356 -0.45838
C 1.41759 0.05001 -2.02713
C 3.39110 -0.66989 3.55474
C 0.86355 1.63865 -0.46570
C 1.21823 2.30204 4.91523
C -0.87285 3.45688 4.34011
C -1.92744 -1.42213 -0.09480
C -4.23066 -0.30095 -5.05967
C 4.63702 -1.14697 2.80131
C -2.10521 -2.57706 -7.18430
C -3.36461 -2.00507 -6.54987
C -0.50684 3.37445 7.42573
C 4.84159 -3.40123 3.67344
H 1.42034 2.04437 3.87264
H -2.68674 1.25865 -8.71883
H 1.79674 1.78928 1.44355
H 0.48508 3.65573 2.64748
H 0.93408 -2.01440 -2.10156
H -0.79616 4.33883 7.00749
H -1.78371 -1.99794 -8.05121
H 2.26715 0.39211 0.50780
H -2.29127 -3.59757 -7.52516
H -3.67117 -0.19704 -8.61698
H -1.79828 2.04026 6.35370
H -3.91251 0.59140 -4.51736
H 1.64152 4.45046 4.86415
H 4.50156 -5.36629 2.79453
H -0.49680 0.42608 -3.60229
H -1.91474 1.92394 -3.64126
H -5.63337 0.88737 -6.25247
H -5.92517 -0.85550 -6.34306
H 5.43936 -5.37775 4.28085
H -3.24840 0.70692 -2.20653
H -2.17749 -1.64011 0.94075
H 3.53670 0.35998 3.88836
H -4.16749 -1.98756 -7.30858
H -4.21535 1.30230 -7.85658
H -0.62448 4.45729 4.73218
H 6.18840 -4.83592 2.77286
H 0.52939 3.43966 7.75579
H -1.16372 4.15760 2.32204
H 3.18292 -1.27180 4.44055
H 1.82511 -2.38973 1.86432
H -2.29541 -0.72225 -2.48408
H -1.95155 3.33514 4.47225
H 3.92611 -2.34178 0.60996
H 2.65094 -1.67689 -1.86562
H 5.59304 -2.95898 4.33358
H -0.87696 -1.62625 -0.27202
H 0.67024 0.38144 1.27686
H -1.57308 -0.00230 -7.05972
H 4.30282 -3.97407 1.04931
H -1.28689 -2.59790 -6.46402
H 2.17572 3.65726 6.35032
H 1.57092 1.44110 5.48954
H 0.03462 2.34302 -3.14715
H -4.34932 -1.07093 -4.29085
H -0.77681 2.43955 2.43313
H -1.67572 0.72414 0.04844
H 5.52025 -0.86445 3.38457
H 2.28975 -3.86504 2.71851
H -3.69692 -2.69431 -5.76839
H 4.72012 -0.59161 1.86342
H -2.43340 1.20165 -6.16595
H -1.11787 3.20662 8.31579
H 3.06605 3.42026 4.85552
H 2.50973 -0.67558 2.91573
H -2.52032 -2.10020 -0.70317
H 1.50129 -1.50125 -0.51463
H -3.71479 1.08367 0.35019
H 3.90291 -3.43182 4.25061
H -1.41871 2.40344 -1.63266
H 1.94227 -3.90667 0.99401
H -6.35584 0.04575 -4.89296
H -0.29560 1.31072 6.84460
```

HOMO (eV): -3.825
Spin multiplicity: 1
Net charge: -1

Results of the Mulliken charge analysis, in e, for atoms 1 through 8: -0.102, -0.630, -0.607, -0.668, 0.490, 0.237, 0.208, 0.309


Calculated values (eV) of orbital gap for the records, taken in order: 9.6 6.9 3.8 6.3.